No. 1
Entry from the Open Molecules 2025 dataset: a molecular structure, C35H35N4O3P2Zn at a distorted geometry (ωB97M-V/def2-TZVPD).

```
80
Properties=species:S:1:pos:R:3:forces:R:3:mulliken_charge:R:1
Zn 1.153160 -0.518031 -1.334100 -0.5 1.4 0.2 0.37
P 1.123760 -0.116331 1.051900 -0.4 -0.1 0.6 1.81
P -1.370540 -0.504331 -1.573500 -0.4 0.0 0.1 1.59
O 3.145260 0.054969 -1.476100 0.3 -0.2 -0.1 -0.93
O 2.613260 -4.185231 -0.620600 0.8 -1.2 0.5 -0.56
O 4.764360 1.436769 -2.183200 -0.3 0.3 -0.2 -0.45
N 1.304960 1.462369 -2.811000 0.1 0.0 0.0 -0.33
N 2.633060 1.905069 -2.666200 0.0 0.2 -0.3 -0.39
N 1.469060 -2.310431 -1.448200 -0.2 -0.5 -0.5 0.08
N -1.563740 0.341069 1.128500 0.0 0.0 -0.3 0.81
C -1.405140 -3.120231 -2.440200 0.0 0.2 0.1 -0.49
C 2.817260 -3.479731 2.658500 0.0 -0.1 0.1 -0.59
C -2.082040 0.431369 -2.971900 0.2 0.0 0.0 0.81
C -1.931340 -4.383231 -2.637100 0.0 -0.1 -0.1 -0.88
C -4.184740 2.152869 3.030200 0.0 0.0 0.1 -0.73
C 5.745860 0.575569 -1.588900 0.4 -0.3 0.3 -0.51
C -3.629840 2.208769 4.293600 -0.1 0.1 0.0 -0.65
C 4.093960 -3.044731 2.971500 -0.1 0.0 0.0 -0.55
C -2.054440 1.825069 -2.958400 0.0 -0.1 0.0 -0.47
C 1.338660 1.430769 1.983900 0.0 -0.2 -0.4 0.66
C 3.512160 1.051969 -2.075300 -0.1 0.1 0.1 0.82
C -3.514440 1.550169 1.981400 0.0 0.0 -0.2 -0.90
C 1.237760 2.619569 1.270200 0.0 -0.2 0.0 -0.50
C -2.259340 0.967169 2.174900 0.0 0.2 0.2 1.16
C -3.033340 0.501269 -5.180500 0.0 0.0 -0.1 -0.67
C 4.456760 -1.733431 2.705200 0.1 0.1 0.0 -0.77
C -2.556240 2.547069 -4.026000 0.0 0.1 0.0 -0.98
C -3.924040 -3.741131 -1.474200 -0.1 0.0 0.0 -0.79
C 1.411960 3.834569 1.906600 -0.1 0.2 0.1 -0.66
C 2.241260 -1.282731 1.874500 0.0 0.0 -0.2 0.41
C 1.673860 3.862369 3.266700 0.0 0.0 -0.1 -0.63
C -2.374540 1.662269 4.489700 0.0 -0.1 0.0 -0.86
C -1.697840 1.053569 3.450600 0.1 -0.1 0.1 -0.16
C -2.136640 -2.155331 -1.746600 0.3 0.2 0.1 0.29
C 1.783860 2.680469 3.985300 0.0 0.0 0.0 -0.71
C 1.893560 -2.609431 2.104900 0.0 0.2 0.0 -0.67
C -3.408640 -2.472331 -1.277000 0.0 0.1 0.0 -0.44
C 2.074360 -3.233831 -1.018900 -0.3 0.1 -0.2 0.78
C 3.539560 -0.857731 2.156300 -0.1 0.0 0.0 -0.63
C -2.247340 0.303169 -0.146400 -0.2 0.1 -0.1 -2.01
C 1.628060 1.462569 3.346200 0.0 0.0 -0.1 -0.40
C -2.550740 -0.225131 -4.104600 0.0 0.0 0.1 -0.67
C -0.620840 -0.704331 1.430200 0.4 -0.2 0.1 -2.22
C -3.054140 1.885869 -5.137700 0.0 0.0 0.0 -0.65
C -3.185040 -4.703031 -2.143500 0.0 0.0 0.0 -0.51
H 5.991760 -0.236831 -2.274400 -0.1 0.1 0.0 0.29
H 1.093560 1.248869 -3.787400 0.1 0.0 0.2 0.33
H -1.654640 2.352769 -2.101700 0.0 0.1 0.1 0.45
H 4.806160 -3.725931 3.414000 0.0 0.0 0.0 0.41
H 5.460060 -1.392931 2.913900 0.1 0.0 0.1 0.44
H 1.796160 4.811769 3.763200 0.0 0.1 0.1 0.43
H 1.995860 2.719469 5.044600 0.0 -0.1 0.0 0.47
H -2.542940 -1.304631 -4.138400 -0.1 -0.1 0.0 0.39
H -4.025640 -1.743931 -0.771200 0.0 0.0 0.0 0.38
H -3.587240 -5.695531 -2.287200 0.0 0.0 0.0 0.41
H 2.990060 2.664369 -3.236000 -0.1 -0.2 0.1 0.27
H 6.623960 1.190269 -1.414600 -0.1 0.0 -0.1 0.27
H -3.399240 -0.021031 -6.050900 -0.1 0.0 -0.1 0.45
H 2.536660 -4.506731 2.829200 0.0 -0.1 0.0 0.45
H -0.714840 0.657569 3.644100 0.0 0.0 0.0 0.12
H 0.658160 2.188669 -2.506600 0.2 -0.2 0.0 0.29
H 1.727760 0.535969 3.896000 0.0 0.0 0.1 0.47
H -2.429740 1.340169 -0.449600 -0.1 -0.2 -0.1 1.01
H -2.560640 3.626669 -3.990300 0.0 0.1 0.0 0.44
H -5.162640 2.568469 2.848000 -0.1 0.1 0.0 0.39
H -0.416440 -2.880831 -2.805800 0.0 -0.1 0.0 0.47
H 3.822360 0.166269 1.947500 0.1 0.0 0.0 0.57
H 1.348260 4.760669 1.353300 0.0 0.0 0.0 0.46
H -0.806340 -1.576031 0.784800 0.1 0.0 0.2 0.26
H -1.914240 1.699869 5.464600 0.1 0.0 0.1 0.42
H -1.364540 -5.117131 -3.187900 0.1 -0.1 0.0 0.45
H -4.008740 1.546769 1.023700 0.0 -0.1 -0.1 0.31
H -3.229040 -0.186931 -0.050700 0.1 0.2 -0.1 0.69
H -4.161540 2.673769 5.107100 -0.1 0.1 0.1 0.40
H -3.456240 2.448169 -5.966900 0.0 0.0 -0.1 0.40
H 0.910760 -2.972531 1.845100 -0.1 -0.1 0.0 0.34
H -4.912940 -3.970731 -1.109600 -0.1 -0.1 0.1 0.44
H 5.377160 0.163969 -0.648900 0.0 0.1 -0.1 0.16
H -0.701040 -1.029531 2.471400 0.0 0.0 -0.2 0.98
H 1.039160 2.570769 0.206900 0.0 0.1 -0.1 0.27
```
Positions in Å, forces in eV/Å.

Computed properties:
ΔE to the lowest compared entry with this formula, charge and spin in kcal per mole: 4.73
Net charge: +1
F_max in eV Å⁻¹: 1.5
Multiplicity: 1

=====

No. 2
Entry from the Open Molecules 2025 dataset: a molecular structure, C32H37ClHgN2Si2 at a distorted geometry (ωB97M-V/def2-TZVPD).

```
75
Properties=species:S:1:pos:R:3:forces:R:3:mulliken_charge:R:1
Hg -2.089165 -2.578425 -0.148778 -0.2 0.4 0.4 1.60
Cl 0.100683 0.015513 -1.787007 0.3 0.2 -0.5 -0.42
Si -0.416143 -0.775476 0.040932 -1.0 -0.9 0.2 -0.38
Si 2.939251 3.395430 -1.950195 0.2 0.1 -0.2 0.38
N -1.460798 -4.247387 -1.953567 0.2 -0.3 -0.2 -0.51
N -3.709971 -1.998510 -1.957535 -0.3 0.3 -0.2 -0.60
C 3.222576 -2.643167 2.292662 -0.2 0.3 -0.3 -0.64
C 2.343480 -1.247678 0.499077 0.1 -0.2 0.6 -0.78
C 2.966789 5.027753 0.380014 -0.5 0.2 0.0 -0.11
C -2.420347 1.137596 0.568344 0.1 0.3 0.5 -0.27
C 0.623028 6.391556 -0.314233 0.1 0.0 0.0 -0.52
C -3.109928 2.056552 1.366536 0.1 -0.1 -0.1 -0.62
C 2.334223 4.745451 -0.843351 -0.1 0.7 0.3 0.51
C -5.542575 -3.058971 0.952246 0.6 -0.6 0.4 -0.55
C 5.757715 3.069760 -1.791754 0.1 -0.3 0.5 -0.55
C -2.610896 2.414225 2.626212 0.4 -0.2 -0.2 -0.49
C -1.208853 0.580844 1.024733 -0.2 0.1 0.3 0.74
C 2.392639 5.941032 1.273276 0.0 0.0 -0.2 -0.61
C 6.864098 1.573940 -0.226126 -0.4 0.2 -0.2 -0.58
C 0.822872 -2.456866 1.954506 0.4 0.1 0.0 -0.17
C -4.481007 -2.992836 -2.746985 0.1 0.6 -0.2 -0.79
C 6.931050 2.528331 -1.250171 -0.1 -0.1 0.0 -0.52
C 3.430859 -1.769633 1.215056 -0.1 -0.1 0.0 -0.45
C 1.186922 5.476238 -1.209343 0.1 0.0 0.6 -0.60
C 1.211624 6.613064 0.939127 0.2 -0.3 -0.3 -0.47
C -4.686626 -2.127101 1.562747 0.6 -0.3 0.0 -0.80
C -3.773670 -4.335086 -2.822741 -0.3 -0.2 -0.2 -0.31
C 1.029999 -1.538569 0.904602 0.8 -0.1 0.0 0.58
C -1.406205 1.859711 3.076365 -0.1 -0.1 -0.1 -0.62
C -4.882310 -4.330994 0.927265 -0.2 0.4 0.1 -0.52
C 1.914204 -3.008950 2.635821 0.0 0.2 -0.1 -0.69
C -2.290296 -4.238758 -3.177539 0.1 -0.2 0.1 -0.80
C 4.440331 1.715888 -0.262292 0.6 0.1 0.0 -0.07
C -3.606576 -4.192159 1.516305 -0.1 0.3 -0.6 -0.90
C -0.710512 0.929610 2.290320 -0.4 0.3 -0.1 -0.37
C 4.507678 2.680584 -1.282377 0.3 -0.4 0.0 0.20
C -3.447680 -2.796633 1.892788 -0.6 0.2 -0.2 -0.63
C 5.616191 1.169118 0.263551 0.0 0.1 -0.1 -0.61
H -2.660346 -2.379420 2.535369 -0.5 -0.3 -0.2 0.75
H 0.756047 7.308526 1.647296 0.1 -0.2 -0.2 0.38
H -6.568341 -2.886982 0.621364 0.4 0.0 0.1 0.51
H 1.741144 -3.717729 3.447122 0.1 0.2 -0.2 0.39
H 0.203643 0.448559 2.665050 -0.4 0.3 -0.1 0.37
H -0.194132 -2.745710 2.247938 0.4 0.1 -0.1 0.18
H -4.913392 -1.086198 1.806037 0.1 -0.4 -0.2 0.42
H -0.282571 6.936640 -0.587125 0.3 -0.2 0.1 0.36
H -1.525991 -5.166349 -1.523635 0.0 0.1 0.0 0.20
H 1.922254 2.342339 -2.013796 -0.2 -0.2 -0.1 -0.15
H -4.592473 -2.605700 -3.775694 -0.2 -0.1 0.3 0.40
H 3.900088 4.523610 0.643308 -0.3 0.1 0.0 0.36
H -3.069194 -1.508343 -2.586536 -0.2 -0.1 0.3 0.26
H -1.003754 2.134765 4.050486 -0.2 0.0 -0.2 0.38
H -3.920282 -4.876691 -1.881230 0.2 0.0 -0.1 0.17
H -4.048191 2.487175 1.009129 0.3 -0.1 0.1 0.39
H 3.466911 1.400233 0.124714 0.3 0.1 -0.1 0.61
H 4.444168 -1.487168 0.922511 -0.3 -0.2 0.1 0.48
H -3.162343 3.114689 3.256746 0.2 -0.2 -0.2 0.39
H -2.833690 0.834592 -0.404593 0.2 0.2 0.4 0.25
H -2.019356 -5.078698 -3.838811 0.0 0.3 0.1 0.38
H -4.263266 -4.912184 -3.618317 0.0 0.0 0.3 0.34
H -4.339980 -1.281664 -1.581326 0.3 -0.4 -0.1 0.18
H 2.512341 -0.604864 -0.370449 0.0 -0.2 0.4 0.60
H -5.477884 -3.079443 -2.298247 0.3 -0.1 -0.1 0.39
H 5.807258 3.804543 -2.600092 0.0 -0.2 0.3 0.33
H 3.215208 3.936783 -3.296822 -0.1 0.0 -0.1 -0.22
H -2.093287 -3.303283 -3.714703 0.1 -0.2 0.0 0.38
H 7.778205 1.146964 0.188270 -0.2 0.1 -0.1 0.37
H 4.075074 -3.023616 2.865372 -0.4 0.1 -0.3 0.37
H -2.895864 -4.995316 1.721416 -0.2 0.3 0.0 0.50
H 5.554045 0.429138 1.063020 0.1 0.2 -0.2 0.47
H 7.903072 2.847244 -1.627031 -0.2 -0.1 0.1 0.36
H -0.474571 -4.114223 -2.183656 -0.3 0.1 0.1 0.20
H -5.327678 -5.260126 0.562143 0.2 0.3 0.1 0.49
H 0.732664 5.310396 -2.189972 0.0 0.0 0.3 0.31
H 2.871809 6.122512 2.236253 -0.1 0.0 -0.2 0.36
```
Positions in Å, forces in eV/Å.

Computed properties:
ΔE to the lowest compared entry with this formula, charge and spin in kcal per mole: 0.00
F_max in eV Å⁻¹: 1.4
Multiplicity: 1

=====

No. 3
Entry from the Open Molecules 2025 dataset: 3 unconnected molecules or ions with the total composition C3H12NO2S (ωB97M-V/def2-TZVPD).

```
19
Properties=species:S:1:pos:R:3:forces:R:3:mulliken_charge:R:1
S 3.026635 -0.083450 0.161364 -0.1 0.0 0.1 -0.66
O -3.574361 0.829295 -0.231249 0.1 -0.1 0.1 -0.74
O 1.248687 -1.495570 -2.069163 0.0 0.0 0.1 -0.63
N -1.370511 -0.912129 0.008639 0.0 -0.3 0.1 -0.65
C 0.355596 0.815480 0.365044 -0.2 0.0 0.2 -0.56
C 1.773801 1.054039 0.875959 0.1 -0.2 -0.1 -0.78
C -0.241379 -0.492608 0.864221 0.0 0.1 -0.2 -0.70
H -1.741225 -1.798761 0.349128 0.1 0.2 0.0 0.22
H 0.358640 0.806439 -0.719140 0.1 -0.1 -0.3 0.36
H 0.551768 -1.238875 0.870606 0.1 -0.1 0.1 0.46
H 1.815649 -1.047623 -1.373062 -0.1 -0.1 -0.1 0.17
H -0.973881 -1.126279 -0.901596 0.0 0.0 -0.2 0.24
H -2.792978 0.221229 -0.134503 -0.1 0.1 -0.1 0.47
H 1.775970 0.963511 1.968882 0.0 0.0 0.0 0.26
H 1.821089 -1.525658 -2.842774 -0.1 0.1 0.1 0.27
H -0.614872 -0.370701 1.879449 0.0 0.0 0.2 0.38
H 2.065612 2.073416 0.635517 0.0 0.2 0.0 0.30
H -3.175541 1.693261 -0.360809 0.0 0.0 0.0 0.30
H -0.308690 1.634979 0.653492 -0.1 0.2 0.1 0.30
```
Positions in Å, forces in eV/Å.

Computed properties:
ΔE to the lowest compared entry with this formula, charge and spin in kcal per mole: 0.85
Net charge: -1
F_max in eV Å⁻¹: 0.4
Multiplicity: 1

=====

No. 4
Entry from the Open Molecules 2025 dataset: a molecular structure, C17H16N2O5Rh at a distorted geometry (ωB97M-V/def2-TZVPD).

```
41
Properties=species:S:1:pos:R:3:forces:R:3:mulliken_charge:R:1
Rh 1.376750 -0.528438 -0.611526 -0.5 -0.3 0.3 0.16
O 1.789216 -2.013811 2.067825 1.0 2.5 -6.5 -0.17
O 2.094127 2.343831 0.273973 -0.9 -3.8 -1.3 -0.19
O -0.814463 -2.563667 -1.366283 2.5 2.4 0.7 -0.18
O -1.631674 1.254011 -1.566608 -1.1 3.1 1.9 -0.49
O -0.810044 0.312290 1.237496 1.7 -0.6 -1.8 -0.31
N -3.483533 2.186735 -0.473724 -1.1 -1.9 -1.2 0.41
N -3.745535 3.276421 0.270523 1.0 0.5 0.3 0.12
C -2.105927 2.197635 -0.881383 0.7 -2.2 -1.3 0.33
C -2.611985 4.017620 0.407465 -0.5 0.2 0.5 0.86
C -4.158815 -0.131927 -0.929707 0.3 -2.0 -0.3 -0.13
C 2.357347 -0.414647 -2.830393 0.5 0.0 -0.8 -0.50
C 0.088413 -1.847496 -1.252402 -3.6 -4.8 -2.1 0.23
C -0.053910 0.095456 0.385862 -4.2 1.4 3.8 0.46
C -4.482271 1.245342 -0.874688 0.4 0.3 0.2 0.57
C -5.144517 -1.088621 -1.198804 1.9 0.2 0.4 -0.62
C -4.868185 3.368390 1.157628 -1.5 0.8 1.2 -0.99
C -5.806308 1.618031 -1.188220 -1.3 0.2 -0.1 0.05
C 3.080459 -1.084969 -1.886130 1.2 -0.4 -0.9 -0.33
C 1.986962 1.273092 -0.173720 3.0 6.3 1.5 0.18
C -6.442823 -0.692217 -1.554194 0.0 -1.0 0.1 -0.40
C -6.760325 0.666161 -1.547318 0.5 2.3 0.2 -0.62
C 1.894206 -1.558520 0.976736 -0.7 -2.9 7.1 0.44
C -1.593276 3.428429 -0.272992 1.3 -1.2 -1.5 -0.82
C -2.506942 5.164038 1.307313 0.3 0.4 0.0 -1.48
H -4.886545 -2.157658 -1.129266 -0.1 0.7 -0.2 0.45
H -3.156790 5.947363 0.944811 -0.6 0.3 0.3 0.38
H 1.672294 -0.938182 -3.518712 0.4 0.2 0.4 0.33
H -5.472278 4.263229 0.932441 0.2 -0.2 -0.3 0.42
H -7.753457 0.993101 -1.832220 0.0 0.0 0.0 0.46
H 3.872086 -0.574195 -1.317457 -0.2 -0.4 -0.5 0.31
H 2.507429 0.661274 -3.024275 0.0 -0.6 0.2 0.31
H -6.083561 2.669277 -1.139730 -0.1 -0.2 -0.2 0.61
H -4.511078 3.566332 2.187428 0.0 -0.4 -0.5 0.33
H -7.193152 -1.445391 -1.806245 0.2 0.2 0.0 0.46
H -0.565900 3.804377 -0.368861 -0.6 -0.2 0.1 0.47
H -5.548230 2.502632 1.141563 0.7 0.3 -0.1 0.54
H -3.123134 -0.463527 -0.751800 -0.8 0.2 0.1 0.23
H -1.505121 5.606073 1.295583 -0.1 -0.4 0.0 0.40
H -2.737703 4.822634 2.318254 -0.2 0.4 0.1 0.42
H 3.036954 -2.182010 -1.816844 0.2 0.5 -0.2 0.29
```
Positions in Å, forces in eV/Å.

Computed properties:
Expectation value of S²: 6.07
ΔE to the lowest compared entry with this formula, charge and spin in kcal per mole: 0.00
Net charge: +3
F_max in eV Å⁻¹: 7.7
Multiplicity: 5